# 1
ORCA calculation (ωB97M-V/def2-TZVPD) on a structure of composition C28H34BIrN9O2P at a distorted geometry.

Summary:
HOMO-LUMO gap (alpha / beta)	5.59 / 6.44	eV
⟨S²⟩	0.776
largest force on an atom	3.1	eV/Å

```
! RIJCOSX wB97M-V def2-TZVPD def2/J DEFGRID3
* xyz 1 2
Ir -0.3088 0.0893 -0.3264
O 1.2864 -1.3766 0.2078
C 1.6224 -2.4919 0.7157
C 1.3579 -3.7227 0.0807
C 1.9615 -4.8834 0.5009
C 2.8694 -4.8585 1.5635
C 3.0861 -3.6951 2.2658
C 2.3988 -2.5055 1.9472
C 2.4551 -1.3983 2.8073
N 1.2849 -0.5310 3.0650
C 1.2396 0.8753 2.5028
C 2.3120 1.1642 1.4624
N 1.7849 1.1673 0.1124
C 2.6639 1.1098 -0.8239
C 2.4500 1.2204 -2.2300
C 3.5643 1.1663 -3.0759
C 3.4497 1.2862 -4.4398
C 2.1837 1.4582 -5.0030
C 1.0670 1.5196 -4.2114
C 1.1464 1.3983 -2.7961
O 0.0807 1.4374 -2.0830
H 0.7055 -3.7085 -0.7777
H 1.7606 -5.8087 -0.0146
H 3.3764 -5.7644 1.8580
H 3.7366 -3.6946 3.1276
H 3.1559 -1.4134 3.6295
H 1.3236 1.5669 3.3426
H 0.2627 1.0099 2.0195
H 3.1191 0.4198 1.5713
H 2.7399 2.1570 1.6571
H 3.7182 0.9798 -0.5531
H 4.5373 1.0225 -2.6326
H 4.3226 1.2520 -5.0710
H 2.0817 1.5290 -6.0754
H 0.0934 1.6522 -4.6662
B -2.8510 -2.0830 0.8336
N -1.7096 -1.9981 1.8701
C -1.4552 -2.8397 2.8706
C -0.2995 -2.4285 3.5094
C 0.0750 -1.2919 2.8002
N -0.7934 -1.0365 1.8201
N -2.2162 -2.5269 -0.5012
C -2.4250 -3.6741 -1.1511
C -1.6904 -3.6603 -2.3250
C -1.0416 -2.4319 -2.3085
N -1.3775 -1.7653 -1.2036
H -3.2792 -0.9769 0.7222
H -3.6384 -2.8963 1.1779
H -2.1058 -3.6615 3.0896
H 0.2051 -2.8926 4.3307
H 1.3013 -0.4129 4.0822
H -3.0866 -4.4203 -0.7631
H -1.6249 -4.4230 -3.0720
H -0.3579 -2.0149 -3.0222
C -4.8819 1.0206 -3.2822
N -5.1046 1.4044 -1.9024
C -4.9915 2.8461 -1.7713
N -3.6916 3.3308 -2.2066
C -3.4584 2.9114 -3.5773
N -3.5769 1.4695 -3.7304
C -2.5147 0.7547 -3.0828
P -2.4312 1.0678 -1.2295
C -4.2670 0.6927 -0.9777
C -2.6322 2.9315 -1.3163
H -5.6559 1.4808 -3.9025
H -4.9352 -0.0669 -3.3745
H -5.1522 3.1277 -0.7279
H -5.7696 3.3129 -2.3845
H -2.4583 3.2277 -3.8832
H -4.1989 3.3981 -4.2213
H -1.5580 1.0630 -3.5028
H -2.6440 -0.3194 -3.2463
H -4.5566 0.9526 0.0451
H -4.4144 -0.3830 -1.1089
H -1.6856 3.3612 -1.6527
H -2.8524 3.3217 -0.3177
*
```

=====

# 2
ORCA calculation (ωB97M-V/def2-TZVPD) on a structure of composition C22H23N6OPtS at a distorted geometry.

Summary:
HOMO-LUMO gap	5.78	eV
largest force on an atom	1.3	eV/Å

```
! RIJCOSX wB97M-V def2-TZVPD def2/J DEFGRID3
* xyz 1 1
Pt -0.6939 0.5135 0.1580
C -3.8347 4.0480 -2.2335
N -2.9556 3.0762 -2.8625
C -2.7777 2.8867 -4.2218
C -1.8969 1.8930 -4.3798
N -1.5182 1.4616 -3.1009
C -2.1936 2.2018 -2.1783
S -2.1881 2.1533 -0.4953
C -0.5643 0.4354 -2.8941
C 0.3971 0.2315 -3.8681
C 1.2460 -0.8585 -3.7639
C 1.0696 -1.7424 -2.7166
C 0.1114 -1.4521 -1.7743
N -0.6627 -0.3461 -1.8085
H -4.3208 4.6381 -3.0040
H -3.2571 4.6990 -1.5789
H -4.5882 3.5379 -1.6350
H -3.2990 3.4725 -4.9575
H -1.5428 1.4288 -5.2803
H 0.4843 0.9165 -4.6976
H 2.0249 -1.0092 -4.4990
H 1.6669 -2.6373 -2.6207
H -0.0719 -2.1168 -0.9436
C -0.7659 -2.7174 4.4951
C 0.5811 -2.4156 4.3592
C 1.0570 -1.7855 3.2195
C 0.1905 -1.4516 2.1711
C -1.1719 -1.7444 2.3304
C -1.6397 -2.3683 3.4755
N 0.6226 -0.7864 1.0140
C 1.8862 -0.9891 0.4575
C 2.6264 -2.1698 0.6285
C 3.7893 -2.3801 -0.0971
C 4.2645 -1.4274 -0.9891
C 3.5755 -0.2315 -1.1232
C 2.4071 -0.0134 -0.4115
H -1.1342 -3.2164 5.3813
H 1.2756 -2.6624 5.1528
H 2.1024 -1.5112 3.1537
H -1.8515 -1.4826 1.5270
H -2.6957 -2.5879 3.5741
H 2.2605 -2.9424 1.2904
H 4.3306 -3.3096 0.0295
H 5.1598 -1.6174 -1.5659
H 3.9405 0.5337 -1.7983
H 1.8740 0.9272 -0.5014
N 0.7330 1.3455 3.4665
C -0.5891 1.3748 3.2454
N -1.4051 1.3671 4.3126
O -1.0701 1.4298 2.0927
H 1.1143 1.2581 4.3906
H 1.3457 1.2361 2.6759
H -1.0580 1.4370 5.2514
H -2.3905 1.4695 4.1477
*
```

=====

# 3
ORCA calculation (ωB97M-V/def2-TZVPD) on a cluster of 2 separate species, C2H3BrN2S in total at a distorted geometry.

Summary:
SMILES string	[S-]/[NH+]=N\Br.C#C
HOMO-LUMO gap (alpha / beta)	8.11 / 8.11	eV
largest force on an atom	4.9	eV/Å

```
! RIJCOSX wB97M-V def2-TZVPD def2/J DEFGRID3
* xyz 0 1
C 0.1254 -0.1867 0.8917
C 0.8734 -0.1819 -0.0466
N -2.1832 0.9025 -0.9888
N -2.9336 0.4519 0.0118
S -1.9324 2.1904 -1.9167
Br -4.2806 1.4453 0.5583
H -0.5485 -0.4038 1.6800
H 1.6374 -0.0248 -0.7696
H -1.3750 0.2112 -0.8078
*
```

=====

# 4
ORCA calculation (ωB97M-V/def2-TZVPD) on a cluster of 2 separate species, C31H69OP3S in total at a distorted geometry.

Summary:
HOMO-LUMO gap	4.52	eV
largest force on an atom	1.3	eV/Å

```
! RIJCOSX wB97M-V def2-TZVPD def2/J DEFGRID3
* xyz 0 1
C -2.4101 -0.2493 4.2151
C -2.2763 -0.1161 3.0354
C -2.1873 -0.0237 1.5960
P -2.9588 -1.5137 0.5526
C -4.4833 -1.6569 1.6897
C -5.6337 -2.4464 1.0552
C -5.3883 -3.9735 0.9965
C -5.5628 -4.5559 -0.4067
C -5.7285 -6.0859 -0.4265
C -4.3880 -6.8250 -0.2748
C -4.0927 -7.3125 1.1403
C -2.8162 -8.1512 1.1830
C -1.8836 -2.7949 1.5303
S -0.0922 -2.5474 1.2640
C 0.2126 -3.6492 -0.1204
C 0.4962 -5.0907 0.3104
P -3.9178 0.0074 -0.8754
C -4.1817 -0.9677 -2.4179
O -5.4893 0.4412 -0.4330
H -2.5669 -0.3171 5.2655
H -2.7106 0.8877 1.2936
H -1.1490 0.1148 1.2940
H -3.4953 -2.5972 -0.2897
H -1.8262 -1.3944 -0.3984
H -4.2386 -2.1804 2.6183
H -4.8392 -0.6758 2.0108
H -6.5093 -2.2847 1.6896
H -5.8811 -2.0596 0.0667
H -6.1498 -4.4632 1.6105
H -4.4123 -4.2250 1.4058
H -6.4002 -4.0780 -0.9173
H -4.6772 -4.3358 -1.0053
H -6.2204 -6.3698 -1.3576
H -6.3933 -6.3942 0.3842
H -3.5577 -6.2066 -0.6192
H -4.4111 -7.7134 -0.9138
H -4.9261 -7.9001 1.5263
H -3.9475 -6.4609 1.8072
H -2.6414 -8.5215 2.1941
H -1.9488 -7.5635 0.8862
H -2.8927 -9.0201 0.5283
H -2.0303 -2.8006 2.6063
H -2.0918 -3.7837 1.1180
H -0.6413 -3.6545 -0.8004
H 1.0460 -3.2688 -0.7125
H 1.3494 -5.0932 0.9879
H 0.7643 -5.7084 -0.5483
H -0.3743 -5.4970 0.8200
H -3.1774 -1.1908 -2.7764
H -4.6569 -1.9206 -2.1734
H -4.7419 -0.4050 -3.1573
H -5.4840 1.3815 -0.2473
C 2.5040 -0.4268 -1.9005
C 2.9041 0.8420 -2.6503
C 4.2553 1.4012 -2.1987
C 4.2479 2.1051 -0.8326
P 3.6664 3.8079 -0.7670
C 4.5582 4.7240 -2.0507
C 6.0862 4.6094 -2.1577
C 6.9358 5.3664 -1.1320
C 6.5559 6.8315 -0.9449
C 4.1664 4.5164 0.8089
C 3.6782 3.9369 2.1493
C 2.2544 4.2767 2.5960
C 1.8494 5.7334 2.4013
C 1.9587 4.1176 -1.2466
C 0.7362 3.6627 -0.4388
C 0.7278 2.1923 -0.0042
C -0.1988 1.3252 -0.8457
H 2.4521 -0.2724 -0.8209
H 1.5253 -0.7760 -2.2248
H 3.2237 -1.2254 -2.0897
H 2.1171 1.5925 -2.5488
H 2.9686 0.6111 -3.7156
H 4.6431 2.0831 -2.9607
H 4.9684 0.5770 -2.1419
H 5.2826 2.1660 -0.4733
H 3.7326 1.4963 -0.0881
H 4.2462 5.7691 -1.9842
H 4.1350 4.3636 -2.9933
H 6.3546 4.9823 -3.1486
H 6.3789 3.5563 -2.1472
H 7.9728 5.3172 -1.4693
H 6.9289 4.8542 -0.1671
H 6.6717 7.3885 -1.8761
H 7.1973 7.2964 -0.1970
H 5.5265 6.9544 -0.6039
H 4.0218 5.5978 0.7655
H 5.2502 4.3724 0.8122
H 4.3667 4.3138 2.9090
H 3.8020 2.8510 2.1450
H 2.1696 4.0271 3.6548
H 1.5452 3.6189 2.0945
H 2.4660 6.4018 3.0059
H 0.8109 5.8773 2.6975
H 1.9282 6.0524 1.3591
H 1.8659 3.7554 -2.2753
H 1.9044 5.2098 -1.3413
H -0.1444 3.8655 -1.0509
H 0.6225 4.3160 0.4262
H 0.3892 2.1232 1.0320
H 1.7383 1.7779 -0.0162
H -1.2389 1.6108 -0.6877
H -0.1108 0.2765 -0.5607
H 0.0167 1.4081 -1.9154
*
```

=====

# 5
ORCA calculation (ωB97M-V/def2-TZVPD) on a cluster of 2 separate species, C3H4N2O3 in total at a distorted geometry.

Summary:
HOMO-LUMO gap (alpha / beta)	7.54 / 7.27	eV
largest force on an atom	2.8	eV/Å

```
! RIJCOSX wB97M-V def2-TZVPD def2/J DEFGRID3
* xyz 0 1
C 1.0721 1.5067 -0.5836
C -2.3056 -1.5170 0.3764
C 0.9493 -0.6129 0.1843
N -0.2481 0.9562 -0.8665
N 1.5704 0.5560 0.2920
O -2.1914 -2.6270 0.1399
O -2.3335 -0.4339 0.7480
O -0.0181 -0.4968 -0.8224
H 0.9227 2.5339 -0.4208
H 1.2183 -1.6879 0.3441
H -1.0561 1.1525 -0.2408
H 2.4201 0.6701 0.8494
*
```

=====

What is the largest force on an atom in the first record? 3.1 eV/Å

=====

The highest largest force on an atom belongs to which entry? C2H3BrN2S